Entry 1:
10
Properties=species:S:1:pos:R:3:forces:R:3 method="wB97M-V/def2-TZVPD" e_tot_ha=-1663.09605 e_homo_ha=-0.38877 e_lumo_ev=0.31 e_above_lowest_kcal_mol=84.2
C 1.551537 0.297779 0.019327 -0.31 -2.20 0.68
C 3.092844 0.008969 -0.042105 -1.12 -0.29 0.07
N 1.005697 1.387349 0.112066 -0.18 2.18 -1.12
O -0.556271 -0.710209 0.233880 -0.34 0.35 0.04
O 0.862624 -0.888297 0.172000 0.63 -1.76 -0.53
Cl 3.898279 1.526232 -0.350760 0.22 -0.19 -0.01
Cl 3.527378 -0.684178 1.528480 0.23 0.18 0.16
Cl 3.491247 -1.231362 -1.288367 -0.30 0.68 0.23
H 0.003159 1.255380 -0.005126 -0.11 0.27 0.63
H -0.942385 -1.618447 0.338842 1.27 0.78 -0.16

Entry 2:
24
Properties=species:S:1:pos:R:3:forces:R:3 method="wB97M-V/def2-TZVPD" smiles=CNCN.O.O.O.O e_tot_ha=-496.23445 e_homo_ha=-0.32758 e_lumo_ev=0.63 e_above_lowest_kcal_mol=39.3
C 0.666302 0.724471 -0.364105 2.24 -1.51 0.20
N 0.631484 0.040411 0.937955 -1.13 -0.28 -0.09
C 0.257366 -1.345418 0.821204 -0.07 -0.45 -0.21
N -1.148771 -1.488872 0.369526 0.33 -0.21 -0.05
H 1.704021 0.650908 -0.739481 0.05 0.93 0.20
H 0.284159 0.043320 -1.123052 -1.22 0.62 0.03
H 0.317463 1.747108 -0.301622 -0.28 -0.03 -0.41
H 1.418100 0.199333 1.560305 -0.30 0.03 -0.35
H 0.419180 -1.847378 1.778085 -0.14 0.16 0.10
H 0.857475 -1.921457 0.097329 0.20 0.29 -0.05
H -1.667028 -2.050947 1.028092 -0.19 0.13 0.03
H -1.580946 -0.578691 0.282377 -0.05 0.01 0.20
H -0.725621 1.193571 2.100725 0.26 0.32 -0.16
H -1.992187 1.726018 2.745262 -0.04 0.26 0.12
O -1.102265 2.007373 2.507230 -0.22 -0.67 -0.12
H 1.944871 2.230712 2.452091 -0.15 0.19 0.16
H 0.710186 1.926953 3.341822 -0.07 0.14 -0.23
O 1.535596 1.557683 3.003122 0.73 0.05 0.50
H 0.918982 -0.424758 -3.952004 -0.03 0.02 -0.08
H 0.213165 0.859914 -4.419888 0.05 -0.06 -0.08
O 0.748525 0.492107 -3.710904 -0.07 -0.03 0.13
H -1.578247 -2.285812 -2.133231 0.10 -0.16 0.08
H -1.374384 -1.250374 -3.190758 0.03 -0.04 -0.15
O -1.457425 -2.206175 -3.090079 0.00 0.31 0.23

Entry 3:
9
Properties=species:S:1:pos:R:3:forces:R:3 method="wB97M-V/def2-TZVPD" e_tot_ha=-660.45230 e_homo_ha=-0.33558 e_lumo_ev=0.54 e_above_lowest_kcal_mol=76.6
N 0.062165 0.728681 0.212197 2.74 0.71 -1.43
N 1.671720 0.907080 -0.292444 -2.51 -0.34 0.81
O -1.953824 -0.575338 -0.149724 -0.40 -1.24 0.86
O -0.179809 -1.860945 0.732834 0.24 -0.04 -2.66
S -0.388084 -0.607444 -0.412602 1.35 -1.06 1.93
H 1.884431 1.802624 0.160946 -0.31 -0.40 -0.25
H 1.658913 1.077690 -1.305760 -0.34 0.16 0.45
H -2.410300 0.127516 -0.570470 -0.45 1.37 -0.79
H -0.345212 -1.599863 1.625023 -0.33 0.85 1.09

Entry 4:
18
Properties=species:S:1:pos:R:3:forces:R:3 method="wB97M-V/def2-TZVPD" smiles="C1=CP2C=CCC2=CC1" e_tot_ha=-651.47873 e_homo_ha=-0.31041 e_lumo_ev=1.07 e_above_lowest_kcal_mol=26.4
C -2.041625 1.051976 -0.364125 1.37 -1.00 1.35
C 2.518981 0.085509 -0.065747 -0.04 -2.00 -0.42
C -0.928807 -1.067022 0.620179 -0.79 2.15 -0.15
C -0.897204 1.765519 -0.490445 -1.28 -0.63 -0.07
C 2.008988 1.302266 -0.118954 1.90 0.67 0.83
C 0.293283 -0.603820 0.525150 0.81 2.25 0.96
C -2.090312 -0.071125 0.707562 0.02 1.07 0.13
C 1.686442 -1.123810 0.290983 -0.41 -0.49 -0.99
P 0.470809 1.453515 0.746956 -1.94 -2.25 -0.95
H -2.938785 1.017240 -0.998253 0.71 0.75 -0.01
H 3.570264 -0.088420 -0.226823 0.32 0.03 -0.06
H -1.359557 -2.010102 0.637035 0.32 -2.25 -0.25
H -0.877785 2.470180 -1.308437 0.52 0.33 0.02
H 2.886376 1.962976 -0.017499 -1.06 0.80 -0.65
H -2.069012 0.342450 1.756634 -0.26 -0.13 -0.92
H -3.041128 -0.572918 0.537803 0.02 -0.25 0.43
H 1.673148 -1.898978 -0.525075 0.09 0.76 0.47
H 2.171867 -1.649707 1.120001 -0.30 0.19 0.28

Entry 5:
76
Properties=species:S:1:pos:R:3:forces:R:3 method="wB97M-V/def2-TZVPD" multiplicity=3 e_tot_ha=-2607.77987 e_homo_ha="-0.41221 / -0.40328" e_lumo_ev="-2.79 / -2.18" total_charge=+1
V -0.514220 -0.047029 0.768610 -3.61 1.08 -6.56
C -0.149568 -1.527749 2.209160 0.42 0.32 1.66
C 1.002396 -0.678218 2.107056 -0.55 0.19 1.50
C -0.797968 0.645528 2.720883 0.70 -0.36 1.05
C -1.240624 -0.713160 2.652050 0.37 -0.33 1.22
C 0.595374 0.676405 2.382174 0.13 -0.98 1.23
C -0.146833 -3.020753 2.172697 0.07 -0.13 0.03
H 0.567883 -3.403722 1.439983 -0.07 -0.04 0.05
H -1.137556 -3.421390 1.939448 0.22 0.02 0.00
H 0.145852 -3.410645 3.157032 -0.04 0.00 -0.20
C -2.522454 -1.246139 3.219566 -0.26 -0.01 -0.17
H -2.512030 -2.341037 3.251687 0.00 0.24 0.03
H -3.391268 -0.937303 2.634600 0.00 -0.15 0.20
H -2.674969 -0.880941 4.246065 0.15 -0.10 -0.29
C -1.591535 1.808673 3.215480 -0.16 0.12 -0.01
H -1.247431 2.116840 4.211610 -0.03 -0.10 -0.18
H -2.650549 1.548787 3.293725 0.14 0.14 -0.06
H -1.485334 2.674251 2.552257 -0.12 -0.08 0.08
C 1.490298 1.860231 2.470000 0.32 0.20 -0.03
H 2.157097 1.776669 3.339607 -0.17 0.04 -0.14
H 0.909585 2.780070 2.574520 0.14 -0.09 -0.02
H 2.121740 1.938253 1.580095 -0.16 0.17 0.24
C 2.400263 -1.163157 2.038436 0.51 -0.08 -0.45
H 2.762810 -1.488711 3.024839 -0.27 0.09 -0.17
H 3.064359 -0.369141 1.692064 -0.07 -0.29 0.14
H 2.485795 -2.015749 1.357905 0.16 0.10 0.13
C 1.088461 -0.648994 -2.169021 -0.02 -1.19 0.05
C 1.702646 -1.405930 -1.230553 -0.54 -0.28 -0.94
C 3.184030 -1.657716 -1.300007 0.28 -0.39 0.14
C 4.094103 -0.549507 -0.724068 0.28 -0.02 0.44
C 3.396016 0.762237 -0.453483 0.82 0.46 -0.62
C 2.897692 1.496729 -1.455514 0.88 0.45 0.37
C 2.905130 1.067729 -2.889711 0.29 0.21 -0.39
C 1.864395 -0.010894 -3.292789 -0.21 0.11 -0.45
H 3.476500 -1.819794 -2.348651 -0.25 0.00 0.23
H 4.923878 -0.377660 -1.434624 -0.33 0.04 0.27
H 3.411122 -2.600886 -0.778553 -0.10 0.28 -0.20
H 2.399490 -0.798169 -3.845830 -0.21 0.08 0.18
H -0.003291 -0.682229 -2.332674 0.63 0.15 0.58
H 1.151774 -2.088997 -0.565014 -0.08 0.67 -0.21
H 1.166947 0.430563 -4.023380 0.19 -0.25 0.31
H 2.746638 1.966990 -3.506905 0.07 -0.38 0.13
H 2.696334 2.561428 -1.324416 -0.16 -0.53 0.23
H 3.908382 0.695736 -3.157651 -0.25 0.12 0.16
H 4.572916 -0.913574 0.200132 -0.22 0.19 -0.35
H 3.536990 1.176199 0.547999 -0.18 0.06 -0.47
P -1.954803 -1.876849 -0.821132 1.01 0.37 0.49
C -3.357082 -2.685951 0.032026 -0.16 0.09 0.00
H -3.947079 -3.238532 -0.712856 0.11 0.08 0.25
H -3.998681 -1.948275 0.526918 0.14 -0.18 -0.15
H -2.985442 -3.389423 0.787086 -0.07 0.17 -0.21
C -2.722855 -1.224961 -2.362904 -0.06 -0.05 -0.02
H -3.468934 -1.948763 -2.719218 0.21 0.19 -0.02
H -1.955623 -1.091210 -3.135658 -0.17 -0.12 0.13
H -3.217405 -0.260284 -2.203955 0.11 -0.28 -0.04
C -1.066516 -3.334557 -1.462821 -0.20 -0.18 -0.31
H -0.232817 -3.006390 -2.095944 -0.27 -0.22 0.12
H -1.764487 -3.946470 -2.048172 0.28 -0.06 0.06
H -0.669994 -3.925265 -0.628749 -0.09 0.09 -0.18
P -0.755398 2.517282 -0.679399 0.65 -0.67 0.52
C 0.546819 3.727134 -0.294163 0.15 0.34 -0.23
H 0.564296 4.501647 -1.073897 0.14 -0.03 0.27
H 1.516308 3.222031 -0.253149 -0.43 0.30 0.14
H 0.355253 4.189761 0.683874 -0.02 -0.09 -0.30
C -0.502650 2.119924 -2.439493 -0.02 0.34 -0.30
H 0.518043 1.745410 -2.571927 -0.41 0.26 0.08
H -0.646951 3.011558 -3.065734 0.04 -0.23 0.04
H -1.204362 1.333348 -2.757352 0.18 0.29 0.12
C -2.228219 3.625847 -0.708131 0.04 -0.07 0.01
H -1.951358 4.583133 -1.173597 -0.05 -0.29 0.08
H -2.571147 3.820684 0.315985 0.04 -0.04 -0.24
H -3.051645 3.177416 -1.276825 0.18 0.06 0.18
C -2.712474 0.491421 0.499652 -0.14 0.78 0.61
H -3.281139 0.351981 1.430014 0.12 0.00 -0.46
H -3.344732 0.105940 -0.318800 0.36 0.20 0.41
H -2.670191 1.588288 0.361488 -0.37 -0.82 0.22